Here is an isolated molecule of C12H16O2S in a non-equilibrium geometry from OMol25. Energies are from the ωB97M-V functional and the def2-TZVPD basis.

Atoms and positions in Å:
1 C -2.77177 -0.08519 -1.06644
2 C -2.59773 0.12335 1.31447
3 C -1.72776 -0.99160 -1.06986
4 C -1.55189 -0.77879 1.31845
5 C -3.21881 0.48058 0.12285
6 C -1.12193 -1.32540 0.12591
7 C 1.52954 -1.42739 -2.03874
8 C 1.30037 -1.29446 -0.75025
9 C -4.33897 1.47549 0.12714
10 C 3.91680 1.23368 0.88613
11 C 3.34518 0.22708 -0.11062
12 C 1.86523 -0.02523 0.14563
13 O 0.76239 -2.49876 1.54070
14 O 1.04032 1.05883 -0.20474
15 S 0.28149 -2.48713 0.15460
16 H -3.24079 0.19213 -1.99930
17 H -2.93320 0.56079 2.24295
18 H -1.37334 -1.42050 -1.99508
19 H -1.04900 -1.07015 2.23003
20 H 1.14110 -2.26540 -2.59368
21 H 2.09964 -0.70377 -2.59710
22 H -5.05540 1.24197 0.91261
23 H -3.94944 2.47558 0.31849
24 H -4.85548 1.48517 -0.82915
25 H 3.83070 0.85392 1.90304
26 H 4.96809 1.41770 0.67298
27 H 3.39283 2.18779 0.82660
28 H 3.46868 0.60555 -1.12770
29 H 3.88251 -0.71773 -0.02361
30 H 1.70476 -0.32645 1.19007
31 H 1.25587 1.79835 0.37363

Atoms 1-3, force components in eV/Å:
0.04 -0.06 0.05
-0.05 0.03 -0.19
-0.06 -0.03 0.05

Orbital gap = 9.5 eV
M = 224.3 g/mol
2S+1 = 1
Energy above the lowest of the compared OMol25 structures with the same formula, charge and spin = 0.430 eV